This record from the Open Molecules 2025 dataset describes C12H17BN6O2Os as an isolated structure in a non-equilibrium geometry. The level of theory is ωB97M-V/def2-TZVPD.

The charge is +2. As for the spin multiplicity: 5. The frontier orbital gap (spin up / spin down) is 7.7550 / 5.4264 eV. The value obtained for the HOMO energy (spin up / spin down) is -0.5776 / -0.5877 Eh. Its energy above the lowest of the compared OMol25 structures with the same formula, charge and spin is 0.00 kcal/mol.

Structure (XYZ):
```
39
Properties=species:S:1:pos:R:3:forces:R:3:lowdin_spin:R:1
Os 0.108 0.067 0.794 -2.79 0.18 -2.18 2.46
O 2.617 0.524 1.601 -2.27 -0.42 0.74 0.51
O 1.422 0.219 3.532 0.10 0.87 -2.33 0.05
N -1.589 -0.244 -0.599 0.09 -0.18 0.82 0.07
N 1.094 -1.090 -0.508 0.94 -1.23 -1.96 0.21
N -1.357 -0.073 -1.938 0.25 0.13 0.80 0.01
N 0.458 1.668 -0.273 0.02 0.74 -0.47 0.10
N 0.451 1.644 -1.671 0.16 -0.05 1.67 0.01
N 1.026 -0.814 -1.884 0.51 -0.50 1.44 0.02
C 2.518 -2.440 -1.581 0.10 -0.35 1.07 0.04
C -1.295 -1.931 2.298 0.38 -0.23 0.56 0.02
C -2.891 -0.615 -0.447 1.07 0.43 -1.11 0.01
C 1.023 3.686 -0.998 0.07 0.48 1.31 0.03
C 2.001 -2.094 -0.337 -0.03 0.42 -1.06 0.04
C 1.888 -1.619 -2.508 -0.53 0.48 0.42 0.07
C 0.801 2.861 -2.089 -0.25 -0.80 0.11 0.06
C -2.493 -0.307 -2.612 0.65 0.22 -0.19 0.03
C 1.527 0.365 2.160 2.14 0.11 4.33 0.15
C 0.256 0.702 4.325 0.16 -0.21 -0.44 0.01
C 0.792 2.924 0.144 0.07 -0.29 -1.29 0.04
C -3.477 -0.643 -1.707 -0.59 -0.27 0.59 0.01
B 0.094 0.305 -2.374 -0.89 0.02 -0.63 0.00
H 0.208 1.800 4.341 0.22 -0.40 -0.22 0.00
H -1.752 -0.964 2.256 -0.42 1.09 -0.01 0.02
H 1.991 -1.551 -3.570 0.12 -0.05 -0.35 0.00
H -2.080 -2.618 1.951 0.78 0.01 -0.44 0.00
H 0.827 3.147 1.208 0.08 0.13 -0.40 0.01
H -4.501 -0.888 -1.918 -0.07 -0.03 -0.10 0.00
H -1.128 -2.129 3.374 0.41 0.05 -0.72 0.00
H -0.323 -1.962 1.700 -0.74 -0.57 0.51 0.00
H 0.857 3.043 -3.144 0.08 0.19 -0.22 0.00
H 1.320 4.723 -0.989 -0.05 -0.04 -0.20 0.00
H 0.475 0.337 5.325 -0.02 -0.01 -0.11 0.00
H 0.139 0.428 -3.555 0.14 0.01 0.00 0.00
H -2.512 -0.211 -3.695 -0.07 -0.06 0.35 0.00
H 2.214 -2.472 0.657 0.05 0.00 -0.26 0.00
H -3.284 -0.848 0.521 -0.21 0.07 0.12 0.00
H 3.261 -3.197 -1.755 0.01 -0.02 -0.17 0.00
H -0.685 0.269 3.964 0.32 0.11 0.00 0.01
```
Positions in Å, forces in eV/Å.


This record from the Open Molecules 2025 dataset describes C12H17BrI2N3O2RhS as an isolated structure. The level of theory is ωB97M-V/def2-TZVPD.

The charge is +2. The frontier orbital gap is 7.5824 eV. The value obtained for the HOMO energy is -0.5724 Eh. Its energy above the lowest of the compared OMol25 structures with the same formula, charge and spin is 0.00 kcal/mol.

Structure (XYZ):
```
39
Properties=species:S:1:pos:R:3:forces:R:3:mulliken_charge:R:1
I 0.833 0.735 -4.313 0.12 -0.04 0.16 0.08
I -1.008 0.582 -2.409 -0.15 -0.07 0.11 0.39
Rh -0.125 -0.064 0.105 -0.03 0.17 -0.17 0.36
Br -3.532 1.355 0.963 -0.03 0.00 -0.05 -0.06
S 2.093 0.417 -0.204 0.02 0.05 -0.08 0.00
O -0.548 -3.857 -1.063 -0.02 0.03 -0.05 -0.58
O 0.325 -1.929 -0.367 0.02 0.08 -0.28 -0.51
N -2.105 -0.933 0.197 0.06 0.00 0.06 0.22
N -0.295 1.926 0.786 0.02 -0.05 0.10 -0.03
N 0.467 -0.462 2.029 -0.11 -0.06 0.03 -0.08
C -2.030 -2.218 -0.231 -0.06 0.04 -0.07 0.73
C -3.321 -0.456 0.481 0.03 0.01 -0.02 0.17
C 1.744 -1.234 2.001 0.03 -0.02 0.00 -0.64
C -4.378 -2.533 -0.011 -0.02 0.00 0.00 -0.40
C 2.145 2.171 0.322 -0.02 0.01 -0.03 -0.52
C 0.762 2.786 0.191 0.04 -0.02 -0.02 -0.80
C -0.316 1.884 2.278 0.01 0.02 0.00 -0.50
C 2.814 -0.473 1.227 0.00 0.00 0.00 -0.72
C -0.670 -2.752 -0.623 0.04 -0.14 0.27 0.31
C -3.131 -3.038 -0.344 0.01 0.00 0.00 -0.87
C -4.476 -1.215 0.399 0.00 -0.01 0.02 -0.69
C 0.586 0.795 2.829 0.00 0.02 0.00 -0.82
H -2.978 -4.048 -0.698 0.01 0.00 0.00 0.57
H 0.509 2.912 -0.863 0.01 0.00 0.02 0.37
H 3.347 0.266 1.823 0.01 -0.03 0.00 0.46
H -1.192 2.310 0.497 0.00 0.00 -0.02 0.19
H 2.534 2.222 1.335 0.01 0.01 0.02 0.37
H 0.332 0.589 3.869 0.01 0.02 0.01 0.47
H -5.427 -0.768 0.648 0.00 0.00 0.00 0.47
H 3.550 -1.168 0.829 -0.01 0.00 -0.02 0.50
H 2.080 -1.431 3.021 0.00 0.03 0.00 0.48
H 2.850 2.687 -0.328 0.00 -0.01 0.00 0.52
H -0.025 2.853 2.691 -0.02 0.00 0.01 0.36
H -1.346 1.695 2.574 0.02 -0.01 -0.01 0.37
H -5.265 -3.147 -0.087 0.00 0.00 0.01 0.47
H -0.240 -1.059 2.455 0.00 0.00 -0.02 0.30
H 0.752 3.774 0.655 0.01 0.00 0.01 0.39
H 1.531 -2.176 1.508 0.02 -0.03 0.02 0.35
H 1.629 1.098 2.817 -0.02 -0.01 -0.01 0.32
```
Positions in Å, forces in eV/Å.


This record from the Open Molecules 2025 dataset describes C12H17BrMnNO5 as an isolated structure in a non-equilibrium geometry. The level of theory is ωB97M-V/def2-TZVPD.

The charge is +1. As for the spin multiplicity: 2. The frontier orbital gap (spin up / spin down) is 9.0985 / 9.3807 eV. The value obtained for the HOMO energy (spin up / spin down) is -0.4642 / -0.4664 Eh.

Structure (XYZ):
```
37
Properties=species:S:1:pos:R:3:forces:R:3:lowdin_spin:R:1
Br 2.380 2.768 -1.315 0.15 -0.04 0.00 0.00
Mn 0.159 -0.116 -0.463 0.98 -0.77 1.67 0.96
O -1.301 -1.035 1.018 0.10 0.22 -0.80 0.00
O -1.655 1.247 -0.442 0.52 -0.30 -0.28 0.01
O 2.561 -3.362 -0.037 -0.17 0.00 0.01 0.00
O 0.450 1.441 1.145 -0.13 -0.53 -0.52 0.00
O 0.873 -1.942 -0.463 -1.05 0.85 0.16 0.00
N 2.472 0.102 -0.652 -0.72 0.20 -0.23 0.01
C 3.050 -1.067 -0.347 -0.13 -0.26 0.11 0.00
C -2.601 -0.692 0.558 -0.07 0.14 -0.04 0.00
C 5.205 -0.066 -0.263 -0.06 -0.04 0.01 0.00
C 4.408 -1.192 -0.128 0.03 0.06 -0.02 0.00
C 3.253 1.162 -0.806 -0.23 0.06 -0.03 0.00
C -2.720 0.808 0.416 -0.08 -0.18 0.17 0.00
C 4.624 1.139 -0.633 0.02 0.02 -0.01 0.00
C -1.163 -1.344 2.401 0.18 0.07 0.05 0.00
C 1.394 1.431 2.216 0.10 -0.07 -0.01 0.00
C 2.107 -2.268 -0.260 0.68 0.38 -0.14 0.00
C -1.184 2.568 -0.170 0.14 0.21 0.11 0.00
C -0.362 2.607 1.111 -0.15 0.01 -0.11 0.00
H -2.019 3.268 -0.102 -0.02 -0.01 -0.04 0.00
H -1.222 -0.445 3.020 -0.02 0.01 -0.02 0.00
H 6.271 -0.124 -0.087 0.01 0.02 -0.05 0.00
H 1.875 0.457 2.207 0.03 0.02 0.03 0.00
H -2.722 -1.160 -0.421 -0.04 -0.07 0.04 0.00
H 0.261 3.506 1.099 0.03 0.00 0.04 0.00
H 5.211 2.031 -0.793 -0.01 0.01 0.04 0.00
H -1.934 -2.052 2.706 -0.01 -0.01 -0.05 0.00
H -3.679 1.070 -0.034 0.02 0.08 -0.03 0.00
H 2.138 2.218 2.073 0.00 -0.01 -0.04 0.00
H 4.802 -2.163 0.133 -0.01 0.00 -0.01 0.00
H -2.637 1.296 1.389 0.02 0.00 0.00 0.00
H 0.887 1.584 3.171 -0.05 -0.03 -0.02 0.00
H -0.988 2.633 2.008 0.02 -0.01 0.02 0.00
H -0.187 -1.810 2.515 -0.01 0.01 0.03 0.00
H -3.371 -1.072 1.231 -0.01 -0.04 -0.02 0.00
H -0.564 2.839 -1.023 -0.06 -0.02 0.00 0.00
```
Positions in Å, forces in eV/Å.